# C24H40F24N6O18S8

C24H40F24N6O18S8 as an isolated structure in a non-equilibrium geometry (ωB97M-V/def2-TZVPD, OMol25).

Structure (ORCA input):
```
! wB97M-V def2-TZVPD RIJCOSX def2/J DEFGRID3
* xyz -2 1
C -1.520 3.664 -1.946
C -0.258 3.319 -1.130
N -0.486 2.867 0.333
C -0.852 3.953 1.190
C -1.614 1.738 0.333
C -2.203 1.324 1.656
C 0.885 2.322 0.730
C 1.122 0.864 0.395
O 0.977 0.561 -0.941
C 1.411 -0.773 -1.235
H -1.209 4.019 -2.938
H -2.140 4.359 -1.367
H -2.028 2.791 -2.240
H 0.345 4.221 -1.055
H 0.259 2.499 -1.609
H -1.783 4.473 0.910
H -0.112 4.763 1.201
H -0.868 3.541 2.200
H -1.243 0.874 -0.215
H -2.326 2.296 -0.248
H -2.410 2.201 2.356
H -1.536 0.653 2.184
H -3.210 0.911 1.481
H 0.973 2.358 1.823
H 1.584 3.049 0.357
H 0.433 0.316 1.075
H 2.134 0.621 0.735
H 0.756 -1.490 -0.798
H 2.367 -0.824 -0.693
H 1.566 -0.854 -2.302
C -0.425 -7.323 0.675
C 0.338 -7.390 -0.648
N 1.653 -6.522 -0.649
C 2.718 -7.192 0.117
C 2.134 -6.390 -2.052
C 2.340 -7.675 -2.852
C 1.220 -5.124 -0.112
C 2.211 -3.932 -0.369
O 3.451 -4.288 0.225
C 4.162 -3.069 0.471
H 0.150 -7.667 1.536
H -1.322 -7.931 0.443
H -0.869 -6.353 0.816
H -0.283 -7.185 -1.489
H 0.765 -8.376 -0.702
H 2.835 -8.228 -0.095
H 2.531 -7.033 1.157
H 3.645 -6.638 -0.072
H 3.055 -5.855 -2.009
H 1.438 -5.730 -2.619
H 2.672 -7.320 -3.791
H 1.461 -8.308 -3.021
H 3.131 -8.293 -2.406
H 1.303 -5.327 0.947
H 0.213 -5.048 -0.517
H 1.671 -3.200 0.239
H 2.216 -3.617 -1.436
H 4.233 -2.411 -0.390
H 5.181 -3.228 0.800
H 3.655 -2.522 1.322
C -4.604 6.970 0.804
F -4.799 5.654 0.925
F -4.748 7.542 2.018
F -3.324 7.072 0.406
S -5.879 7.665 -0.438
O -7.137 7.824 0.190
O -5.224 8.916 -0.905
N -5.762 6.452 -1.412
S -7.062 5.704 -2.065
O -8.280 6.495 -2.093
O -6.710 5.057 -3.302
C -7.175 4.405 -0.742
F -5.953 3.925 -0.558
F -7.597 4.861 0.409
F -7.902 3.358 -1.060
C -3.273 -2.544 2.084
F -3.999 -1.699 1.379
F -2.797 -1.876 3.190
F -3.958 -3.653 2.485
S -1.828 -3.004 1.013
O -1.234 -1.849 0.425
O -0.991 -3.693 1.922
N -2.565 -4.001 -0.027
S -2.273 -4.271 -1.528
O -1.236 -3.432 -2.074
O -2.124 -5.728 -1.768
C -3.866 -3.970 -2.418
F -3.847 -4.346 -3.689
F -4.827 -4.866 -1.793
F -4.302 -2.729 -2.271
C 3.538 2.874 -5.011
F 3.670 1.815 -4.174
F 4.737 3.472 -5.164
F 3.204 2.485 -6.222
S 2.247 4.018 -4.269
O 2.330 5.156 -5.154
O 0.983 3.252 -4.177
N 2.817 4.183 -2.810
S 4.101 5.056 -2.374
O 5.397 4.945 -2.995
O 3.719 6.363 -1.937
C 4.481 4.106 -0.810
F 5.723 4.470 -0.482
F 3.674 4.529 0.184
F 4.381 2.776 -0.997
C 3.948 2.574 4.802
F 3.123 2.825 5.815
F 3.510 3.292 3.812
F 5.188 2.941 5.121
S 3.846 0.684 4.300
O 3.776 0.726 2.851
O 4.943 0.064 4.963
N 2.575 0.302 5.123
S 1.203 0.273 4.472
O 1.098 1.214 3.372
O 0.538 -0.997 4.359
C 0.233 1.072 5.893
F -0.954 1.418 5.319
F 0.046 0.240 6.896
F 0.703 2.190 6.431
*
```

The value obtained for the LUMO energy is 2.16 eV. Its frontier orbital gap is 7.814 eV. For the molar mass, the calculation gives 1413.1 g/mol. The value obtained for the total energy is -8203.559698 a.u.

=====

# C5H10NO

An isolated ion of composition C5H10NO and charge +1 in a non-equilibrium geometry (ωB97M-V/def2-TZVPD, OMol25).

Structure (ORCA input):
```
! wB97M-V def2-TZVPD RIJCOSX def2/J DEFGRID3
* xyz 1 1
C -1.137 1.393 1.806
C 0.339 -0.485 0.850
C 0.172 -0.722 -0.581
C -0.487 0.740 -0.664
C 1.504 -1.180 -1.268
N -0.585 0.690 0.901
O -1.626 1.084 -1.284
H -1.862 2.103 1.714
H -0.673 1.390 2.839
H -0.022 -1.264 1.686
H 1.290 -0.145 1.269
H -0.657 -1.449 -0.748
H 0.245 1.490 -0.722
H 2.230 -0.521 -1.623
H 1.237 -1.880 -1.988
H 2.032 -1.626 -0.423
H -2.001 0.383 -1.764
*
```

The value obtained for the LUMO energy is -4.79 eV. Its frontier orbital gap is 10.915 eV. Its energy relative to the best compared isomer or geometry (same formula, charge and spin) is 71.9 kcal per mole. For the molar mass, the calculation gives 100.1 g/mol. As for the SMILES: C=[N+]1C[C@H](C)[C@H]1O. The value obtained for the total energy is -326.167171 a.u.

=====

# C43H33ClN5O6P2Se2Ta

C43H33ClN5O6P2Se2Ta as an isolated structure in a non-equilibrium geometry (ωB97M-V/def2-TZVPD, OMol25).

Structure (ORCA input):
```
! wB97M-V def2-TZVPD RIJCOSX def2/J DEFGRID3
* xyz 2 1
Ta 0.454 -2.063 1.946
C -1.537 -4.552 3.105
O -1.239 -3.121 3.034
C -2.328 -2.266 3.272
C -3.628 -2.686 3.464
C -4.599 -1.717 3.685
C -4.267 -0.368 3.710
C -2.957 0.035 3.519
C -1.984 -0.927 3.297
N -0.599 -0.658 3.102
N -0.223 0.465 3.655
C 1.031 0.844 3.768
C 2.136 0.001 3.421
O 1.861 -1.146 2.854
C 3.450 0.346 3.727
C 3.682 1.562 4.314
C 2.646 2.475 4.648
C 2.949 3.712 5.245
C 1.940 4.583 5.576
C 0.609 4.236 5.320
C 0.288 3.029 4.733
C 1.300 2.132 4.391
H -1.933 -4.756 4.097
H -2.253 -4.803 2.326
H -0.604 -5.074 2.954
H -3.907 -3.728 3.451
H -5.622 -2.028 3.837
H -5.036 0.372 3.880
H -2.678 1.078 3.540
H 4.247 -0.338 3.474
H 4.703 1.852 4.536
H 3.983 3.965 5.440
H 2.171 5.534 6.035
H -0.181 4.924 5.586
H -0.743 2.772 4.540
Se 1.253 -0.012 -4.374
P 0.798 1.469 -2.954
C 1.951 2.849 -2.879
C 3.311 2.561 -2.991
C 4.237 3.587 -2.924
C 3.810 4.898 -2.761
C 2.458 5.187 -2.667
C 1.523 4.164 -2.724
C -0.880 2.132 -3.020
C -1.542 2.181 -4.240
C -2.803 2.757 -4.315
C -3.404 3.266 -3.176
C -2.749 3.205 -1.950
C -1.485 2.645 -1.870
C 0.873 0.729 -1.295
C 0.458 -0.512 -0.878
N 0.750 -0.578 0.456
N 1.334 0.578 0.808
N 1.389 1.367 -0.207
P -0.403 -1.874 -1.638
Se -1.290 -2.783 0.188
C 0.683 -3.090 -2.348
C 0.131 -4.303 -2.765
C 0.962 -5.287 -3.270
C 2.333 -5.066 -3.339
C 2.878 -3.864 -2.910
C 2.056 -2.867 -2.411
C -1.775 -1.385 -2.652
C -1.865 -1.794 -3.979
C -2.974 -1.425 -4.723
C -3.968 -0.647 -4.148
C -3.869 -0.228 -2.826
C -2.775 -0.601 -2.070
H 3.634 1.541 -3.157
H 5.292 3.366 -3.016
H 4.536 5.699 -2.723
H 2.127 6.211 -2.561
H 0.469 4.399 -2.667
H -1.065 1.772 -5.123
H -3.313 2.810 -5.268
H -4.384 3.721 -3.240
H -3.217 3.612 -1.064
H -0.962 2.622 -0.920
H -0.938 -4.474 -2.704
H 0.544 -6.224 -3.608
H 2.980 -5.838 -3.733
H 3.944 -3.697 -2.977
H 2.474 -1.918 -2.103
H -1.075 -2.380 -4.429
H -3.057 -1.740 -5.753
H -4.830 -0.360 -4.735
H -4.644 0.386 -2.389
H -2.700 -0.293 -1.032
O 3.591 -3.860 2.410
Cl 2.413 -4.094 1.698
O 1.216 -3.898 2.638
O 2.310 -5.334 1.072
O 2.117 -2.972 0.757
*
```

The value obtained for the LUMO energy is -7.30 eV. Its frontier orbital gap is 5.070 eV. Its energy relative to the best compared isomer or geometry (same formula, charge and spin) is 0.0 kcal per mole. For the molar mass, the calculation gives 1152.0 g/mol. The value obtained for the total energy is -8385.764533 a.u.

=====

# C19H30N5O7S2

A 3-piece molecular cluster, C19H30N5O7S2 overall in a non-equilibrium geometry (ωB97M-V/def2-TZVPD, OMol25).

Structure (ORCA input):
```
! wB97M-V def2-TZVPD RIJCOSX def2/J DEFGRID3
* xyz 1 1
N 2.089 0.690 -1.006
C 1.412 0.388 0.345
N 2.333 0.104 1.507
N 0.015 0.444 0.422
C -0.673 -0.371 1.505
C -1.134 0.616 2.775
C -0.171 0.469 4.094
S -0.416 1.966 5.215
C -0.120 3.577 4.303
S -1.486 4.617 4.073
N 1.235 4.049 3.783
C 2.475 3.154 3.815
C 3.647 4.074 3.125
N 3.002 5.408 2.764
C 1.513 5.417 3.153
C -0.666 1.285 -0.636
C -2.418 1.246 -0.306
C -3.272 2.647 -0.874
O -2.939 2.321 0.703
H 1.646 0.137 -1.773
H 2.035 1.726 -1.190
H 2.348 0.864 2.221
H 2.199 -0.844 1.921
H 0.047 -1.177 2.010
H -1.591 -1.016 1.096
H -0.989 1.723 2.351
H -2.277 0.412 3.052
H 0.981 0.420 3.859
H -0.412 -0.527 4.706
H 2.613 2.054 4.199
H 4.749 3.707 2.953
H 0.747 6.315 2.976
H -0.552 0.853 -1.742
H -0.408 2.431 -0.574
H -3.000 0.138 -0.389
H -2.717 3.685 -0.725
H -4.447 2.575 -1.004
C -3.172 -5.282 2.066
C -3.124 -4.329 0.888
C -3.248 -5.015 -0.439
O -2.544 -4.142 -1.305
C -1.621 -3.493 -0.534
O -0.709 -2.814 -0.975
O -1.852 -3.708 0.796
H -4.090 -5.876 2.062
H -2.310 -5.958 2.064
H -3.124 -4.722 3.006
H -3.880 -3.543 1.006
H -4.289 -5.116 -0.757
H -2.768 -5.999 -0.471
C 3.896 -1.199 -5.348
C 2.431 -0.879 -5.131
C 1.753 -0.329 -6.349
O 0.723 0.470 -5.795
C 1.160 0.864 -4.561
O 0.622 1.721 -3.881
O 2.280 0.174 -4.193
H 4.033 -1.903 -6.175
H 4.473 -0.290 -5.555
H 4.325 -1.640 -4.442
H 1.905 -1.760 -4.742
H 1.331 -1.118 -6.979
H 2.399 0.309 -6.960
*
```

The value obtained for the LUMO energy is -4.12 eV. Its frontier orbital gap is 6.721 eV. For the molar mass, the calculation gives 504.6 g/mol. The value obtained for the total energy is -2338.115971 a.u.

=====

# C14H12IN2O6PdS

C14H12IN2O6PdS as an isolated structure in a non-equilibrium geometry (ωB97M-V/def2-TZVPD, OMol25).

Structure (ORCA input):
```
! wB97M-V def2-TZVPD RIJCOSX def2/J DEFGRID3
* xyz -1 1
Pd 0.298 -0.765 0.337
C 2.741 0.518 3.439
C 1.390 0.032 3.856
N 1.200 -0.355 5.107
C 0.010 -0.843 5.450
C -1.012 -1.102 4.567
C -2.286 -1.724 5.072
O -3.441 -0.944 4.802
C -0.836 -0.751 3.195
C -1.795 -1.055 2.225
N -1.620 -0.826 0.907
C -2.541 -1.203 -0.030
C -3.511 -2.200 0.187
C -4.380 -2.585 -0.807
C -4.340 -1.971 -2.050
C -3.422 -0.954 -2.284
C -2.538 -0.588 -1.294
I -1.200 1.041 -1.624
C 0.389 -0.049 2.869
O 0.563 0.525 1.704
H 3.460 0.309 4.224
H 2.711 1.588 3.235
H 3.027 0.007 2.518
H -0.108 -1.066 6.503
H -2.190 -1.877 6.159
H -2.457 -2.702 4.607
H -3.197 -0.019 4.921
H -2.752 -1.441 2.554
H -3.541 -2.690 1.147
H -5.084 -3.381 -0.608
H -5.022 -2.268 -2.831
H -3.399 -0.441 -3.232
O 2.292 -2.817 -2.049
S 1.550 -1.758 -1.426
O 2.166 -1.324 -0.111
O 0.170 -2.229 -0.969
O 1.357 -0.566 -2.230
*
```

The value obtained for the LUMO energy is 1.36 eV. Its frontier orbital gap is 6.554 eV. For the molar mass, the calculation gives 569.6 g/mol. The value obtained for the total energy is -1925.471585 a.u.

=====

# C17H47O28P5V

C17H47O28P5V as an isolated structure in a non-equilibrium geometry (ωB97M-V/def2-TZVPD, OMol25).

Structure (ORCA input):
```
! wB97M-V def2-TZVPD RIJCOSX def2/J DEFGRID3
* xyz -1 1
O 0.032 0.863 -0.616
V -1.401 0.838 0.136
O -1.155 2.008 1.221
O -3.707 -4.200 -2.745
C -3.146 -2.983 -2.830
O -2.592 -2.465 -1.842
O -3.280 -2.348 -3.906
H -3.428 -4.234 -1.827
O -4.989 4.024 -3.038
C -4.160 3.008 -3.334
O -4.233 2.598 -4.514
O -3.409 2.560 -2.448
H -5.268 4.312 -3.911
C 2.335 -4.711 -1.926
O 3.443 -5.572 -2.067
P 3.450 -7.067 -1.451
O 3.230 -7.164 0.020
O 2.339 -7.833 -2.396
C 1.599 -8.907 -1.811
O 4.909 -7.655 -1.988
C 5.297 -8.993 -1.729
H 1.536 -5.240 -1.408
H 2.034 -4.512 -2.955
H 2.503 -3.728 -1.486
H 0.591 -8.796 -2.213
H 1.550 -8.849 -0.724
H 2.073 -9.861 -2.044
H 4.745 -9.302 -0.841
H 6.352 -9.083 -1.470
H 5.106 -9.655 -2.574
C -6.682 -0.379 4.510
O -6.463 -1.488 3.640
P -6.083 -1.257 2.077
O -4.838 -0.519 1.827
O -6.068 -2.762 1.542
C -7.214 -3.623 1.567
O -7.405 -0.576 1.450
C -7.550 -0.454 -0.006
H -6.202 -0.475 5.484
H -7.759 -0.319 4.666
H -6.456 0.545 3.977
H -7.782 -3.675 0.638
H -7.877 -3.319 2.377
H -6.900 -4.625 1.857
H -7.467 0.595 -0.288
H -8.455 -0.912 -0.407
H -6.691 -0.893 -0.513
C 3.805 8.281 2.789
O 4.389 7.318 3.586
P 3.710 5.823 3.645
O 4.449 4.938 4.552
O 3.652 5.349 2.064
C 4.096 4.131 1.545
O 2.157 6.019 4.088
C 1.545 5.055 4.965
H 4.313 8.360 1.828
H 3.770 9.207 3.362
H 2.780 8.049 2.500
H 4.328 3.408 2.327
H 4.936 4.400 0.905
H 3.241 3.828 0.940
H 1.147 5.570 5.840
H 2.161 4.224 5.309
H 0.697 4.631 4.428
C 2.244 4.137 -4.903
O 2.149 5.552 -5.048
P 2.801 6.247 -6.356
O 2.401 7.671 -6.548
O 4.425 6.007 -6.332
C 5.224 6.386 -5.243
O 2.316 5.234 -7.573
C 0.929 5.142 -7.869
H 2.879 3.966 -4.033
H 2.660 3.604 -5.758
H 1.224 3.920 -4.586
H 5.808 5.550 -4.859
H 4.551 6.657 -4.430
H 5.866 7.257 -5.372
H 0.329 5.416 -7.001
H 0.767 4.079 -8.042
H 0.600 5.706 -8.742
C -0.755 -0.566 5.701
O -0.974 -1.930 5.243
P 0.060 -2.429 4.073
O -0.109 -1.591 2.850
O -0.213 -4.028 3.860
C -1.262 -4.556 3.011
O 1.522 -2.271 4.805
C 2.693 -2.844 4.354
H -0.846 -0.526 6.786
H -1.560 0.081 5.353
H 0.140 -0.061 5.337
H -0.737 -5.160 2.270
H -1.883 -3.803 2.528
H -1.940 -5.285 3.454
H 3.158 -2.286 3.542
H 2.477 -3.857 4.015
H 3.420 -2.930 5.162
*
```

The value obtained for the LUMO energy is -1.48 eV. Its frontier orbital gap is 2.864 eV. Its energy relative to the best compared isomer or geometry (same formula, charge and spin) is 219.0 kcal per mole. For the molar mass, the calculation gives 905.3 g/mol. The value obtained for the total energy is -5433.738817 a.u.